The following is a quantum chemistry calculation of a 2-piece molecular cluster, C4H3NO3 overall, from the Open Molecules 2025 dataset.

- orbital gap (hartree) = 0.4060
- HOMO energy (eV) = -10.696
- total charge = 0
- relative energy (zero: lowest compared OMol25 entry of this formula, charge and spin) (kcal per mole) = 27.9

Last column: Mulliken charge in e.
Cartesian coordinates (Å):
O: 0.5901 0.7354 0.8680  -0.51
O: -3.0554 -0.6734 -0.0382  -0.37
O: -1.7979 2.6751 1.6331  -0.18
N: -0.7198 -0.7704 -0.2111  -0.28
C: -1.9036 -0.6347 0.0043  0.60
C: 1.6308 -0.7558 -0.7078  -1.00
C: -0.8593 2.6705 1.0043  0.15
C: 0.4896 -0.1616 0.0311  0.67
H: 2.5016 -0.3192 -0.3067  0.31
H: 1.5805 -0.8336 -1.7833  0.33
H: 1.5433 -1.9322 -0.4938  0.28